ORCA calculation (ωB97M-V/def2-TZVPD) on a cluster of 2 separate species, CH5NOS2 in total in a non-equilibrium geometry.

## Properties
* molar mass: 111.191 Da
* E: -967.46202 Ha
* HOMO level: -9.39 eV
* SMILES: NC=O.SS
* spin multiplicity: 1
* gap between HOMO and LUMO: 0.3602 Eh

Geometry as XYZ:
```
10
Properties=species:S:1:pos:R:3:forces:R:3
S 0.6469 0.3886 -1.6949 -0.003 0.297 0.312
S 0.4093 1.9958 -0.4029 0.017 -0.083 -0.300
H 1.0015 -0.4660 -0.7274 0.002 -0.200 -0.172
H 1.6080 2.5630 -0.6089 -0.001 0.013 0.088
C -1.0518 -1.2992 1.3279 0.923 0.489 -0.298
N -0.4212 -1.8112 2.4357 -0.465 -0.089 0.102
O -1.0209 -1.7758 0.2209 -0.606 -0.552 0.169
H -1.5233 -0.3207 1.5128 0.019 0.020 0.078
H -0.1889 -2.7906 2.4779 0.374 0.155 -0.347
H 0.1220 -1.1667 2.9825 -0.260 -0.049 0.369
```
Forces are in eV/Å.